# 1
C22H41BN7PV as an isolated structure in a non-equilibrium geometry, computed with the ωB97M-V functional and the def2-TZVPD basis.

Geometry (Å):
C: -1.284 -2.365 2.129
N: -1.944 -1.885 1.022
N: -2.935 -2.831 0.679
C: -2.851 -3.845 1.552
C: -1.817 -3.606 2.466
B: -3.859 -2.543 -0.553
N: -4.399 -1.085 -0.383
N: -3.491 -0.031 -0.228
C: -4.201 1.115 -0.257
C: -5.558 0.820 -0.417
C: -5.635 -0.569 -0.497
V: -1.500 -0.537 -0.201
N: -2.949 -2.486 -1.825
N: -1.834 -1.624 -1.799
C: -1.294 -1.657 -3.051
C: -2.029 -2.539 -3.862
C: -3.042 -3.050 -3.044
H: -0.418 -1.044 -3.265
H: -3.778 -3.823 -3.264
H: -1.831 -2.776 -4.900
H: -4.711 -3.373 -0.681
H: -6.485 -1.203 -0.694
H: -3.467 -4.721 1.452
H: -6.348 1.547 -0.479
H: -1.439 -4.264 3.229
H: -3.696 2.067 -0.184
H: -0.533 -1.760 2.614
H: -2.017 1.462 -2.640
C: -1.791 2.341 -2.017
H: -2.640 3.040 -2.091
H: -1.690 1.986 -0.986
H: -0.848 2.805 -2.347
C: 3.880 1.513 -1.063
C: 2.634 0.607 -1.152
C: 1.743 1.040 -2.324
C: 3.061 -0.845 -1.410
P: 1.623 0.669 0.448
N: 0.079 0.141 0.168
C: 2.445 -0.414 1.749
C: 3.965 -0.154 1.807
C: 1.841 -0.137 3.134
C: 2.147 -1.882 1.406
C: 1.450 2.396 1.134
C: 1.099 3.343 -0.022
C: 0.284 2.401 2.141
C: 2.733 2.894 1.822
H: 4.483 1.361 -1.972
H: 4.533 1.258 -0.219
H: 3.635 2.581 -1.016
H: 2.330 0.949 -3.250
H: 0.855 0.399 -2.416
H: 1.409 2.079 -2.261
H: 3.830 -1.192 -0.713
H: 2.200 -1.527 -1.379
H: 3.491 -0.919 -2.419
H: 4.201 0.903 1.978
H: 4.377 -0.704 2.667
H: 4.495 -0.498 0.911
H: 2.235 -0.891 3.833
H: 2.121 0.841 3.540
H: 0.748 -0.240 3.131
H: 1.074 -2.044 1.240
H: 2.685 -2.243 0.528
H: 2.464 -2.504 2.256
H: 0.098 3.143 -0.430
H: 1.136 4.378 0.357
H: 1.822 3.299 -0.842
H: 0.547 1.933 3.092
H: 0.010 3.446 2.337
H: -0.588 1.882 1.728
H: 2.994 2.315 2.715
H: 3.595 2.924 1.145
H: 2.552 3.930 2.143

E, hartree: -2555.87086
Lowest unoccupied orbital energy (spin up / spin down), eV: -6.07 / -11.11
2S+1: 4
Gap between HOMO and LUMO (spin up / spin down), eV: 7.38 / 3.44
ΔE to the lowest compared entry with this formula, charge and spin, eV: 0.100
HOMO level (spin up / spin down), eV: -13.449 / -14.554
Charge: +2


# 2
C51H51F6LiN2O3PSiTe as an isolated structure, computed with the ωB97M-V functional and the def2-TZVPD basis.

Geometry (Å):
Li: -1.006 0.150 -0.262
C: 0.272 -4.487 0.383
O: -1.137 -4.388 0.180
C: -1.553 -3.799 -0.967
C: -0.815 -4.054 -2.236
C: -1.045 -3.206 -4.257
C: -2.404 -2.471 -4.308
C: -3.285 -2.672 -2.297
C: -2.714 -3.127 -0.993
N: -3.563 -2.985 0.122
C: -3.387 -2.974 1.428
C: -2.243 -2.829 2.217
C: -2.318 -3.279 3.560
C: -1.242 -3.204 4.395
C: -0.038 -2.633 3.910
C: 0.056 -2.122 2.650
C: -1.068 -2.132 1.756
O: -1.054 -1.509 0.664
H: 0.410 -4.663 1.446
H: 0.772 -3.556 0.105
H: 0.701 -5.319 -0.179
H: -0.088 -4.847 -2.074
H: -0.529 -3.342 -5.204
H: -2.748 -2.153 -5.289
H: -4.346 -2.446 -2.161
H: -4.539 -2.908 -0.137
H: -4.326 -3.099 1.955
H: -3.252 -3.713 3.905
H: -1.299 -3.571 5.411
H: 0.824 -2.580 4.567
H: 0.973 -1.668 2.294
F: -0.335 4.029 -1.219
P: 0.694 4.728 -2.255
F: 0.155 6.183 -1.854
F: 1.764 5.369 -3.273
F: 1.811 4.801 -1.059
F: -0.384 4.605 -3.438
F: 1.276 3.222 -2.644
C: 7.470 3.649 -2.822
C: 6.160 3.113 -2.311
C: 5.354 2.314 -3.102
C: 4.130 1.816 -2.659
C: 3.298 1.012 -3.613
C: 3.730 2.128 -1.361
Te: 1.870 1.618 -0.446
N: 0.702 0.313 -1.294
C: 0.984 -0.844 -1.909
O: 2.065 -1.430 -2.017
C: -0.259 -1.478 -2.503
C: -0.149 -2.869 -3.032
C: -1.707 -4.369 -3.468
C: -3.057 -3.626 -3.500
C: -2.634 -1.487 -3.134
C: -1.413 -0.819 -2.614
C: 2.666 0.469 1.180
C: 1.987 0.645 2.396
C: 0.731 1.472 2.543
C: 2.439 -0.034 3.525
C: 3.524 -0.892 3.474
C: 3.993 -1.628 4.701
C: 4.171 -1.062 2.257
C: 3.773 -0.394 1.105
C: 4.569 -0.618 -0.152
C: 4.498 2.978 -0.549
C: 4.058 3.447 0.816
C: 5.711 3.442 -1.039
H: 7.695 3.256 -3.813
H: 8.292 3.383 -2.155
H: 7.441 4.738 -2.890
H: 5.672 2.072 -4.110
H: 3.897 0.719 -4.476
H: 2.456 1.609 -3.962
H: 2.913 0.109 -3.148
H: 0.901 -3.088 -3.211
H: -1.711 -5.403 -3.806
H: -3.922 -4.192 -3.841
H: -3.402 -0.746 -3.355
H: -1.480 0.230 -2.348
H: 0.750 2.413 1.994
H: 0.557 1.705 3.593
H: -0.139 0.907 2.188
H: 1.905 0.100 4.460
H: 3.304 -1.483 5.533
H: 4.978 -1.277 5.015
H: 4.075 -2.698 4.505
H: 5.018 -1.739 2.198
H: 5.116 -1.559 -0.081
H: 5.294 0.186 -0.298
H: 3.926 -0.676 -1.028
H: 3.066 3.905 0.769
H: 4.743 4.211 1.182
H: 4.041 2.639 1.549
H: 6.307 4.098 -0.413
C: -3.388 5.467 2.123
C: -3.568 5.349 0.752
C: -3.613 4.096 0.156
C: -3.469 2.921 0.899
C: -3.269 3.069 2.277
C: -3.242 4.316 2.887
Si: -3.335 1.204 0.055
C: -4.721 0.176 0.921
C: -5.774 -0.397 0.193
C: -6.717 -1.230 0.789
C: -6.664 -1.488 2.156
C: -5.640 -0.922 2.906
C: -4.675 -0.139 2.286
H: -3.347 6.444 2.589
H: -3.662 6.238 0.140
H: -3.747 4.030 -0.918
H: -3.125 2.191 2.897
H: -3.093 4.391 3.959
H: -4.080 1.474 -1.242
H: -5.856 -0.183 -0.868
H: -7.519 -1.649 0.190
H: -7.413 -2.113 2.628
H: -5.574 -1.117 3.971
H: -3.857 0.237 2.892

E, hartree: -3815.06978
Lowest unoccupied orbital energy, eV: 1.78
Gap between HOMO and LUMO, eV: 5.75
ΔE to the lowest compared entry with this formula, charge and spin, eV: 2.619
HOMO level, eV: -3.975
Charge: -1


# 3
An isolated ion of composition C5H6NO and charge +1 in a non-equilibrium geometry, computed with the ωB97M-V functional and the def2-TZVPD basis.

Geometry (Å):
C: 1.962 1.032 -0.051
C: 0.651 0.598 -0.111
C: -1.590 -0.445 0.731
C: -1.964 0.011 -0.609
C: -0.507 0.123 -0.029
N: 2.870 0.136 0.012
O: 2.569 -1.124 -0.143
H: 2.261 2.047 0.332
H: -1.855 0.092 1.567
H: -1.336 -1.484 0.950
H: -2.158 -0.683 -1.423
H: -2.602 0.948 -0.714
H: 1.698 -1.252 -0.513

E, hartree: -323.63208
Lowest unoccupied orbital energy, eV: -6.95
Gap between HOMO and LUMO, eV: 8.75
ΔE to the lowest compared entry with this formula, charge and spin, eV: 6.474
HOMO level, eV: -15.699
Charge: +1


# 4
A 3-piece molecular cluster, C18H33O6 overall in a non-equilibrium geometry, computed with the ωB97M-V functional and the def2-TZVPD basis.

Geometry (Å):
C: 0.800 -1.998 0.989
C: -0.371 -1.140 0.400
C: -0.694 0.116 1.298
O: -1.585 0.988 0.638
C: -2.953 0.610 1.099
O: -3.875 0.994 0.043
C: -4.687 -0.079 -0.363
C: -5.563 -0.699 0.785
C: -7.112 -0.538 0.514
C: -5.173 -2.217 0.966
C: -5.443 -3.099 -0.298
C: -5.880 -2.880 2.209
H: 0.417 -2.505 1.905
H: 1.668 -1.355 1.189
H: 1.045 -2.788 0.244
H: -1.305 -1.750 0.356
H: -0.197 -0.757 -0.628
H: 0.269 0.659 1.471
H: -1.066 -0.186 2.308
H: -2.923 -0.521 1.152
H: -4.066 -0.837 -0.900
H: -5.407 0.342 -1.117
H: -5.382 -0.202 1.766
H: -7.665 -0.980 1.377
H: -7.425 -0.993 -0.447
H: -7.337 0.554 0.556
H: -4.077 -2.247 1.157
H: -4.808 -2.833 -1.173
H: -5.178 -4.149 -0.023
H: -6.503 -3.059 -0.643
H: -6.620 -2.213 2.699
H: -6.384 -3.825 1.903
H: -5.135 -3.143 2.997
O: 4.792 -2.436 2.064
C: 4.807 -1.761 1.074
O: 3.713 -1.531 0.306
C: 4.092 -0.779 -0.858
C: 5.386 -0.088 -0.486
C: 6.017 -1.086 0.472
H: 4.215 -1.472 -1.695
H: 3.303 -0.068 -1.103
H: 6.004 0.150 -1.339
H: 5.171 0.839 0.043
H: 6.615 -1.834 -0.054
H: 6.610 -0.594 1.239
O: 6.266 2.225 -1.491
C: 5.673 3.207 -1.838
O: 5.053 3.321 -3.037
C: 4.531 4.650 -3.187
C: 4.391 5.184 -1.776
C: 5.535 4.489 -1.055
H: 5.235 5.235 -3.785
H: 3.576 4.610 -3.709
H: 4.429 6.271 -1.720
H: 3.438 4.859 -1.350
H: 6.468 5.051 -1.131
H: 5.296 4.287 -0.014

E, hartree: -1156.99002
Lowest unoccupied orbital energy, eV: 2.00
Gap between HOMO and LUMO, eV: 2.89
ΔE to the lowest compared entry with this formula, charge and spin, eV: 0.859
HOMO level, eV: -0.893
Charge: -1


What did the third record say?
An isolated ion of composition C5H6NO and charge +1 in a non-equilibrium geometry, computed with the ωB97M-V functional and the def2-TZVPD basis.

Geometry (Å):
C: 1.962 1.032 -0.051
C: 0.651 0.598 -0.111
C: -1.590 -0.445 0.731
C: -1.964 0.011 -0.609
C: -0.507 0.123 -0.029
N: 2.870 0.136 0.012
O: 2.569 -1.124 -0.143
H: 2.261 2.047 0.332
H: -1.855 0.092 1.567
H: -1.336 -1.484 0.950
H: -2.158 -0.683 -1.423
H: -2.602 0.948 -0.714
H: 1.698 -1.252 -0.513

E, hartree: -323.63208
Lowest unoccupied orbital energy, eV: -6.95
Gap between HOMO and LUMO, eV: 8.75
ΔE to the lowest compared entry with this formula, charge and spin, eV: 6.474
HOMO level, eV: -15.699
Charge: +1


Please write out number 3 again, unchanged.
An isolated ion of composition C5H6NO and charge +1 in a non-equilibrium geometry, computed with the ωB97M-V functional and the def2-TZVPD basis.

Geometry (Å):
C: 1.962 1.032 -0.051
C: 0.651 0.598 -0.111
C: -1.590 -0.445 0.731
C: -1.964 0.011 -0.609
C: -0.507 0.123 -0.029
N: 2.870 0.136 0.012
O: 2.569 -1.124 -0.143
H: 2.261 2.047 0.332
H: -1.855 0.092 1.567
H: -1.336 -1.484 0.950
H: -2.158 -0.683 -1.423
H: -2.602 0.948 -0.714
H: 1.698 -1.252 -0.513

E, hartree: -323.63208
Lowest unoccupied orbital energy, eV: -6.95
Gap between HOMO and LUMO, eV: 8.75
ΔE to the lowest compared entry with this formula, charge and spin, eV: 6.474
HOMO level, eV: -15.699
Charge: +1